# 1
Formula: CH2ClFO
Source: the Open Molecules 2025 dataset
Level of theory: the ωB97M-V functional and the def2-TZVPD basis

Summary:
Spin multiplicity: 3
E_LUMO (alpha / beta), eV: 0.65 / -2.46
M, g/mol: 84.477
Kohn-Sham gap (alpha / beta), eV: 9.03 / 9.09
Energy above the lowest of the compared OMol25 structures with the same formula, charge and spin, kcal per mole: 0.00
HOMO level (alpha / beta), eV: -8.38 / -11.55

Cartesian coordinates (Å):
C1 0.88776 0.20047 0.90131
O1 -0.99695 -0.29204 -0.79191
F1 1.36575 1.47201 0.62249
Cl1 1.93506 -0.89534 0.09588
H1 -1.95472 -0.84752 -0.65537
H2 -1.23690 0.36241 -0.17241

Cartesian forces (eV/Å) of the 2 atoms listed first:
C 3.0 1.6 -1.6
O -4.6 -3.6 -0.4


# 2
Formula: CH2ClFO3S
Source: the Open Molecules 2025 dataset
Level of theory: the ωB97M-V functional and the def2-TZVPD basis

Summary:
E_LUMO, eV: -0.29
M, g/mol: 148.542
Kohn-Sham gap, eV: 11.48
Energy above the lowest of the compared OMol25 structures with the same formula, charge and spin, kcal per mole: 5.36
HOMO level, eV: -11.77

Cartesian coordinates (Å):
C1 0.10988 0.32027 0.12128
O1 4.03660 0.05845 0.75628
O2 2.63247 1.03854 -1.04931
O3 1.67190 0.17017 1.01543
F1 2.54887 -1.32644 -0.61044
S1 2.83199 0.14885 0.03222
Cl1 -0.05536 1.95408 -0.15057
H1 -0.55808 -0.12505 0.84460
H2 0.37411 -0.25674 -0.75608

Cartesian forces (eV/Å) of the 2 atoms listed first:
C 2.9 -0.7 1.2
O 0.3 0.0 -0.1


# 3
Formula: CH2ClFP2
Source: the Open Molecules 2025 dataset
Level of theory: the ωB97M-V functional and the def2-TZVPD basis

Summary:
E_LUMO (alpha / beta), eV: -1.58 / -0.40
M, g/mol: 130.426
Kohn-Sham gap (alpha / beta), eV: 8.18 / 8.42
Energy above the lowest of the compared OMol25 structures with the same formula, charge and spin, kcal per mole: 103.37
HOMO level (alpha / beta), eV: -9.75 / -8.82

Cartesian coordinates (Å):
C1 0.67751 0.13958 0.07506
F1 -1.84486 0.40622 0.90758
P1 -0.17930 -1.15043 -0.82697
P2 -0.96769 0.80094 -0.31860
Cl1 2.31336 0.72340 -0.02693
H1 -0.30066 -0.08268 2.46259
H2 0.30164 -0.83704 -2.27273

Cartesian forces (eV/Å) of the 2 atoms listed first:
C 0.1 0.2 -0.2
F -1.1 -0.2 1.3


# 4
Formula: CH2ClFS
Source: the Open Molecules 2025 dataset
Level of theory: the ωB97M-V functional and the def2-TZVPD basis

Summary:
SMILES: F[C@@H](S)Cl
E_LUMO, eV: 0.70
M, g/mol: 100.545
Kohn-Sham gap, eV: 10.70
Energy above the lowest of the compared OMol25 structures with the same formula, charge and spin, kcal per mole: 0.00
HOMO level, eV: -10.00

Cartesian coordinates (Å):
F1 1.21755 -0.90739 -0.00990
C1 0.38491 0.19177 -0.20458
S1 -1.20119 -0.01891 0.90632
Cl1 1.32443 1.56129 0.27127
H1 -0.00143 0.27548 -1.21535
H2 -1.72427 -1.10223 0.25224

Cartesian forces (eV/Å) of the 2 atoms listed first:
F -1.0 0.6 -0.7
C -1.1 -1.5 1.6